# C15H33Br4CaClFMgN5O4S

C15H33Br4CaClFMgN5O4S as an isolated structure in a non-equilibrium geometry (wB97M-V/def2-TZVPD, the Open Molecules 2025 dataset).

```
66
Properties=species:S:1:pos:R:3:forces:R:3
Br -1.260 0.351 4.266 -0.264 0.251 0.271
Br 0.222 -0.768 6.797 0.162 -0.307 0.139
Br 0.283 2.335 6.177 0.077 0.046 0.012
Br -3.444 -1.690 -0.981 -0.400 -0.836 -0.292
Ca 6.117 -2.691 0.089 1.191 0.613 -0.514
Cl 1.899 -0.043 2.836 0.492 -0.331 0.183
S -6.657 -0.688 -1.965 0.232 -0.144 -0.047
Mg 5.268 0.138 1.973 -0.403 -0.028 -0.112
F -2.041 -1.843 6.486 0.165 0.333 -0.131
O -4.705 0.917 4.101 0.377 -0.271 -0.538
O 2.955 3.330 1.239 0.599 -0.103 -0.404
O -5.729 0.360 -2.479 -0.162 0.336 0.097
O 7.132 -2.616 -3.778 -0.357 -0.656 1.590
N -3.171 0.446 1.376 -0.953 0.466 0.292
N -1.899 0.762 -0.379 -0.281 0.450 0.430
N -2.116 -0.366 1.485 0.495 0.218 0.015
N 2.170 -1.991 -2.842 -0.224 -0.074 0.852
N -3.940 2.008 -0.285 -0.537 -0.518 0.222
C -0.092 -0.795 0.120 0.958 -0.437 0.614
C -8.271 -0.335 -2.674 -0.106 0.118 -0.010
C -0.727 0.705 6.074 -0.249 -0.005 -0.026
C 5.983 -2.853 -4.492 0.301 1.046 -0.544
C 1.713 4.102 3.043 -0.014 0.405 0.462
C 1.100 0.933 1.577 0.185 0.646 -0.559
C 1.040 0.232 0.247 -0.347 -0.334 -0.090
C -3.048 1.111 0.229 0.752 0.496 -0.662
C 2.856 -2.050 -1.919 -0.408 0.122 -1.536
C 6.347 -3.148 -5.961 -0.249 -0.239 0.024
C 4.060 -2.072 -1.147 0.431 -0.052 0.515
C -1.374 -0.157 0.409 0.125 0.023 -0.652
C -7.084 -0.221 -0.288 -0.056 0.065 0.141
C 5.094 -1.604 -4.458 -0.601 -0.333 -0.315
C 2.605 4.492 1.831 -0.661 0.165 0.582
H 0.103 -1.609 0.814 -0.140 -0.173 0.253
H 2.032 5.210 1.210 -0.071 -0.372 -0.259
H -3.917 0.518 2.071 -0.048 -0.080 0.589
H -4.524 1.689 -1.047 0.065 -0.092 -0.270
H 1.995 -0.260 0.084 0.177 -0.082 -0.181
H -1.934 -1.008 2.239 -0.460 -0.114 0.173
H -8.212 -0.519 -3.744 0.052 -0.022 -0.010
H 4.814 -1.400 -3.424 0.034 0.327 -0.269
H -0.116 -1.242 -0.860 -0.166 0.012 -0.454
H 0.136 1.230 1.965 -0.256 -0.118 0.161
H -7.864 -0.884 0.086 0.014 -0.029 0.003
H 5.344 -3.702 -4.154 0.265 -0.066 0.172
H 0.834 3.545 2.731 -0.022 -0.077 -0.145
H -4.018 2.956 0.016 0.101 0.068 0.290
H 1.685 1.842 1.450 0.367 0.218 0.225
H -7.425 0.815 -0.271 0.010 0.009 -0.050
H -9.012 -0.999 -2.229 0.015 -0.032 0.000
H 2.308 3.482 3.714 -0.069 -0.092 0.013
H 0.922 0.980 -0.528 -0.016 0.238 -0.131
H -6.190 -0.328 0.321 0.046 -0.064 -0.052
H 6.892 -2.315 -6.403 0.063 0.073 0.120
H 3.415 5.122 2.255 0.323 -0.417 -0.057
H 1.360 4.972 3.609 0.105 0.096 -0.100
H 5.580 -0.717 -4.863 0.284 -0.095 0.073
H 5.441 -3.313 -6.551 -0.001 -0.003 -0.012
H 4.122 -3.015 -0.577 -0.773 -0.113 -0.105
H 4.138 -1.217 -0.454 -0.170 -0.132 -0.044
H 4.900 -2.025 -1.876 -0.035 -0.061 -0.019
H 6.962 -4.044 -6.032 0.071 0.004 0.060
H -1.623 0.825 6.664 -0.110 -0.084 -0.061
H 4.173 -1.760 -5.030 -0.067 0.058 0.117
H -5.073 0.175 4.604 0.106 0.071 -0.046
H -8.534 0.707 -2.493 0.034 0.013 0.007
```
Forces are in eV/Å.

The calculation puts the HOMO energy at -7.26 eV. Its LUMO energy is -5.486 eV. As for the total energy: -361840.750 eV. The value obtained for the frontier orbital gap is 1.772 eV.

Results of the Löwdin charge analysis, in e, for atoms 1 through 5:
1 Br 0.698
2 Br 0.740
3 Br 0.606
4 Br 0.042
5 Ca 1.176



# C15H33N2O20S5

A 6-piece molecular cluster, C15H33N2O20S5 overall (wB97M-V/def2-TZVPD, the Open Molecules 2025 dataset).

```
75
Properties=species:S:1:pos:R:3:forces:R:3
S 1.165 -5.489 -0.182 -0.398 -0.005 0.025
S -3.796 2.478 3.468 0.023 -0.051 -0.012
S 2.250 2.622 2.560 -0.017 -0.077 0.117
S 0.137 -2.983 -6.492 0.020 0.034 0.166
S -0.623 6.960 5.478 0.026 -0.046 -0.033
O -4.027 1.104 3.185 -0.004 -0.070 -0.043
O 0.968 -6.349 -1.291 0.124 -0.007 -0.087
O 1.434 -6.342 1.108 0.141 -0.090 -0.010
O 1.315 2.342 1.291 -0.077 0.024 -0.024
O 3.541 1.863 2.014 -0.002 0.125 -0.249
O -0.244 -4.881 0.274 -0.005 0.088 0.145
O 0.212 7.517 4.241 0.049 -0.024 -0.058
O 1.700 1.908 3.654 -0.042 0.039 0.095
O -0.151 -1.595 -6.412 0.016 0.044 -0.031
O -0.838 -3.768 -5.471 -0.034 -0.092 0.027
O -2.636 2.634 4.541 -0.057 0.156 -0.005
O 1.452 -3.452 -6.249 0.039 0.011 0.068
O -1.595 7.899 5.896 -0.035 0.036 0.045
O -1.002 5.625 5.165 -0.034 0.113 -0.002
O -0.462 -3.572 -7.818 -0.103 0.059 -0.040
O 0.570 6.956 6.526 0.034 0.081 0.071
O 2.532 4.006 2.654 0.082 0.022 0.051
O -3.000 3.090 2.227 0.048 -0.023 -0.076
O -4.873 3.322 3.834 -0.046 0.006 0.035
O 2.063 -4.387 -0.294 -0.047 0.133 -0.131
N -1.350 -0.109 -2.310 0.108 -0.001 0.024
N -0.026 -2.687 -2.581 0.196 0.119 0.462
C 1.910 -1.202 -2.086 -0.074 -0.390 0.016
C -1.236 -2.487 -1.706 -0.634 -0.500 -0.356
C -0.205 -0.205 -3.192 0.031 0.030 0.137
C -1.894 -4.435 -6.204 -0.087 0.042 -0.032
C 0.576 -5.915 2.191 -0.028 0.132 0.125
C 3.166 0.990 0.936 -0.144 -0.191 0.032
C 0.723 -1.428 -3.007 0.169 0.255 -0.371
C -0.708 -5.527 1.485 -0.056 -0.118 -0.022
C -1.397 2.984 3.896 0.277 -0.280 -0.165
C -1.254 -4.748 -7.543 0.011 -0.175 0.034
C 1.450 8.089 4.699 0.030 0.102 0.059
C 2.066 1.758 0.225 0.167 0.024 -0.152
C -2.084 -1.352 -2.245 0.145 0.191 0.179
C -1.830 3.791 2.693 -0.006 0.177 0.102
C 1.828 7.207 5.873 0.085 -0.070 -0.070
H 1.113 -1.664 -3.994 0.080 -0.103 -0.095
H -1.312 -4.820 2.046 0.033 0.069 -0.052
H 2.471 2.542 -0.416 -0.021 0.032 0.032
H -2.099 4.811 2.966 -0.015 -0.022 0.023
H 1.043 -5.072 2.700 -0.005 0.008 -0.010
H -1.093 3.798 1.894 -0.049 -0.063 -0.046
H -0.777 3.550 4.579 -0.153 -0.048 0.132
H -2.736 -3.750 -6.304 0.002 0.002 -0.015
H 2.489 7.694 6.584 -0.069 0.010 0.056
H -1.975 -4.865 -8.346 0.031 0.092 -0.039
H 2.166 8.048 3.883 -0.056 -0.053 -0.046
H -1.106 0.230 -1.387 -0.069 -0.002 -0.047
H -0.891 2.063 3.602 -0.013 0.004 -0.012
H -0.947 -2.361 -0.665 0.298 0.223 -0.120
H 2.255 6.257 5.549 -0.004 0.002 -0.018
H 1.277 9.122 4.999 0.005 -0.003 0.016
H 0.414 0.678 -3.040 0.016 0.028 -0.107
H 2.414 -0.283 -2.382 -0.078 0.078 0.124
H -2.432 -1.601 -3.252 -0.044 0.019 0.005
H -0.541 -0.170 -4.230 -0.132 -0.117 0.029
H 1.620 -1.175 -1.033 0.026 0.173 0.001
H -0.596 -5.615 -7.496 0.008 0.006 0.016
H -2.961 -1.235 -1.609 -0.023 -0.021 -0.024
H 1.396 1.121 -0.347 -0.027 -0.008 0.042
H 0.458 -6.748 2.877 0.054 -0.067 -0.074
H 4.033 0.800 0.311 0.096 0.111 0.102
H -1.303 -6.397 1.207 0.010 -0.013 0.015
H 0.642 -3.257 -2.056 0.084 -0.147 -0.105
H -0.294 -3.236 -3.403 -0.059 0.161 -0.070
H -2.190 -5.323 -5.653 0.073 0.002 0.043
H 2.794 0.054 1.358 0.019 -0.017 -0.021
H -1.800 -3.419 -1.764 0.103 -0.107 0.099
H 2.638 -2.005 -2.212 -0.013 -0.062 0.121
```
Forces are in eV/Å.

The calculation puts the HOMO energy at -12.24 eV. As for the total charge: +1. Its LUMO energy is -2.517 eV. As for the total energy: -114186.272 eV. The value obtained for the frontier orbital gap is 9.727 eV.

Results of the Löwdin charge analysis, in e, for atoms 1 through 5:
1 S 0.568
2 S 0.586
3 S 0.589
4 S 0.577
5 S 0.602



# C15H33N5OPSi

A 2-piece molecular cluster, C15H33N5OPSi overall in a non-equilibrium geometry (wB97M-V/def2-TZVPD, the Open Molecules 2025 dataset).

```
56
Properties=species:S:1:pos:R:3:forces:R:3
P -1.030 -0.671 0.857 1.422 1.922 0.765
Si -0.631 -2.270 -0.637 -2.382 -1.620 -1.296
O -4.457 -1.256 -0.088 1.218 -1.151 -8.189
N -3.228 -0.598 -2.097 -1.254 -1.686 -0.699
N 0.420 0.049 1.115 0.497 -1.070 -1.192
N 4.138 4.958 1.758 0.190 -0.628 0.034
N -1.874 -3.568 -0.306 2.649 -0.378 5.242
N 4.600 2.840 1.754 -0.243 0.703 0.043
C -4.262 -1.466 -1.418 -1.434 0.842 6.301
C -1.550 -4.114 0.938 -0.340 0.628 -2.501
C 2.928 4.287 1.792 0.649 -0.227 -0.030
C -2.401 -3.801 2.328 0.425 0.020 -0.455
C -2.290 -1.377 -2.989 1.014 0.102 -1.617
C 3.218 2.951 1.788 0.537 0.357 0.007
C -3.832 0.538 -2.891 -0.739 1.916 0.118
C 5.141 4.069 1.738 -0.925 -0.292 0.001
C -5.176 -2.637 -2.111 0.640 -0.767 0.147
C 6.264 1.445 0.570 0.033 0.130 -0.314
C 5.366 1.590 1.783 0.346 -0.510 0.154
C -5.071 1.320 -2.095 0.731 0.268 -0.440
C 4.326 6.403 1.751 0.225 0.366 -0.027
C -0.760 -1.537 -2.422 0.337 -0.035 -1.458
C -0.223 -5.111 1.141 -0.523 0.264 0.801
H -5.197 -2.612 -3.290 -0.005 0.219 2.441
H -3.231 -2.998 2.106 1.584 -1.802 0.343
H 5.675 1.448 -0.353 0.080 -0.053 0.135
H -0.341 -5.668 2.174 0.245 1.094 -2.112
H -6.095 0.778 -2.286 2.077 1.000 0.649
H 2.615 2.059 1.813 -0.351 0.043 -0.037
H -5.146 2.402 -2.549 0.093 -2.187 0.791
H 1.124 -0.453 0.498 -0.991 0.784 1.011
H -4.668 -3.674 -1.812 -0.948 2.289 -0.579
H -4.811 1.447 -0.955 -0.678 -0.515 -2.298
H -4.233 0.226 -3.946 0.751 0.315 1.869
H -2.202 -0.751 -4.003 -0.165 -1.507 2.115
H -2.661 -2.442 -3.299 0.415 1.938 0.797
H -2.841 -4.782 2.831 0.956 2.081 -1.209
H 6.983 2.266 0.509 0.009 -0.126 0.008
H 4.669 0.747 1.833 -0.034 0.396 0.074
H -1.982 0.316 0.397 0.108 -0.955 0.441
H 2.010 4.850 1.820 -0.072 -0.248 -0.018
H 6.199 4.302 1.714 -0.276 -0.046 0.017
H -1.621 -3.324 3.094 -1.554 -1.144 -1.660
H -6.271 -2.684 -1.642 2.590 0.509 -1.037
H 4.943 6.683 2.609 -0.155 0.043 -0.164
H -0.223 -2.328 -3.136 -1.111 1.610 1.447
H 5.961 1.589 2.703 -0.173 -0.035 -0.115
H -2.958 1.331 -3.067 -1.843 -1.798 0.391
H 0.686 -2.810 -0.330 0.548 0.282 0.048
H 0.761 -4.463 1.214 -2.033 -1.279 -0.275
H -0.130 -5.909 0.285 -0.277 1.825 1.584
H 6.824 0.506 0.621 -0.122 0.172 0.043
H -1.514 -1.164 2.121 -0.338 0.207 -0.843
H 4.830 6.689 0.824 -0.136 0.052 0.179
H -0.134 -0.532 -2.572 -1.464 -2.075 0.580
H 3.361 6.912 1.814 0.196 -0.241 -0.013
```
Forces are in eV/Å.

The calculation puts the HOMO energy at -10.06 eV. As for the total charge: +1. Its LUMO energy is -2.650 eV. As for the total energy: -42741.960 eV. The value obtained for the frontier orbital gap is 7.413 eV.

Results of the Löwdin charge analysis, in e, for atoms 1 through 5:
1 P 0.590
2 Si 0.430
3 O -0.083
4 N -0.149
5 N -0.447



# C15H33NO6P

A 3-piece molecular cluster, C15H33NO6P overall (wB97M-V/def2-TZVPD, the Open Molecules 2025 dataset).

```
56
Properties=species:S:1:pos:R:3:forces:R:3
P -2.784 2.067 0.759 0.071 0.450 0.224
O -2.655 0.661 1.495 -0.131 0.108 -0.395
O -2.857 3.269 1.585 -0.014 -0.279 -0.141
O -3.966 1.906 -0.286 0.226 0.215 0.207
O 2.311 2.188 0.091 -0.235 0.128 0.262
O -0.543 -0.443 -4.868 0.060 0.027 0.074
O 0.760 -1.074 3.294 0.109 -0.021 -0.133
N -0.053 2.471 0.548 -0.266 0.463 -0.324
C -1.219 -0.679 4.521 -0.046 -0.036 -0.014
C 4.211 -0.580 1.794 -0.223 0.113 -0.266
C -0.209 -0.068 3.561 0.200 0.087 0.144
C -0.803 0.998 -1.136 0.513 0.219 -0.492
C 0.605 -2.158 4.223 -0.045 -0.037 0.045
C 3.798 0.843 1.418 0.086 -0.010 0.024
C 0.087 -1.556 -5.522 -0.046 -0.037 -0.032
C -0.335 -1.647 5.308 0.031 0.043 -0.029
C 1.110 2.449 -0.497 0.438 -0.294 -0.246
C -1.277 2.129 -0.243 0.024 -0.197 -0.214
C 2.686 0.827 0.394 -0.032 -0.194 -0.127
C -0.717 -2.788 -5.125 -0.011 0.042 0.039
C -1.812 -0.842 -4.361 -0.053 0.001 0.094
C 0.566 1.526 -1.607 -0.047 0.017 0.017
C -2.122 -2.205 -4.962 0.101 0.001 -0.085
H -0.658 -3.583 -5.866 -0.009 -0.002 -0.019
H 0.176 -3.017 3.698 0.000 0.008 -0.001
H -2.553 -0.084 -4.619 0.012 0.028 0.002
H 1.249 0.726 -1.870 0.115 -0.003 0.120
H -1.716 0.065 5.140 0.012 0.004 0.021
H 0.437 2.134 -2.501 -0.005 -0.057 -0.051
H -2.598 -2.085 -5.936 0.002 -0.003 -0.009
H -1.433 0.888 -2.015 -0.220 -0.215 0.179
H -1.742 -0.908 -3.265 -0.086 -0.071 -0.025
H -1.983 -1.233 3.968 0.014 0.002 -0.009
H -3.945 1.080 -0.776 -0.175 -0.254 -0.205
H 1.129 -1.603 -5.206 0.008 0.022 0.008
H 1.166 3.476 -0.851 -0.044 0.075 0.074
H -1.467 2.992 -0.890 0.069 0.100 0.090
H -0.660 0.235 2.617 -0.065 -0.006 -0.060
H 3.040 0.353 -0.524 -0.039 -0.023 -0.041
H -0.160 3.408 0.934 0.099 -0.031 0.356
H 0.224 -1.107 6.073 0.006 0.000 0.003
H 0.122 1.816 1.311 0.041 -0.106 0.065
H 5.163 -0.584 2.314 0.048 -0.025 0.061
H -2.777 -2.806 -4.335 0.009 -0.006 0.017
H -3.514 0.383 1.830 -0.142 -0.310 0.396
H 3.458 -1.043 2.422 -0.112 -0.079 0.171
H 1.831 0.244 0.762 -0.067 0.099 0.066
H 4.303 -1.199 0.898 0.156 0.003 0.014
H 0.290 0.799 4.015 -0.042 0.003 0.025
H 0.060 -1.391 -6.603 -0.007 -0.010 -0.003
H -0.360 -3.184 -4.172 0.000 -0.005 0.000
H -0.684 0.045 -0.624 -0.241 -0.025 0.171
H 4.651 1.378 0.999 -0.031 0.076 -0.052
H -0.888 -2.448 5.792 -0.023 -0.005 -0.005
H 1.587 -2.438 4.601 0.019 0.019 -0.014
H 3.473 1.399 2.299 -0.007 -0.010 0.025
```
Forces are in eV/Å.

The calculation puts the HOMO energy at -12.03 eV. As for the total charge: +1. Its LUMO energy is -2.739 eV. As for the total energy: -39149.654 eV. The value obtained for the frontier orbital gap is 9.293 eV.

Results of the Löwdin charge analysis, in e, for atoms 1 through 5:
1 P 0.430
2 O -0.104
3 O -0.223
4 O -0.069
5 O -0.052